Model i:
The following is a quantum chemistry calculation of a cluster of 7 separate species, C36H90ClN6O16 in total, from the OMol25 dataset.

Its gap between HOMO and LUMO is 8.163 eV. Its charge is -1. As for the multiplicity: 1.

XYZ file:
```
149
C36H90ClN6O16 wB97M-V/def2-TZVPD
Cl 0.94670 -0.59279 -0.37156
O 0.70118 -0.80440 -1.77867
O -0.14410 -1.19237 0.38739
O 2.12528 -1.37363 -0.02885
O 1.03698 0.83090 -0.08439
C 1.27965 -0.93282 7.19571
O 2.02854 -1.27223 6.03650
C 2.18909 -0.19692 5.15649
C 3.45575 -0.36966 4.29787
N 3.29773 -1.30474 3.18944
C 4.54786 -1.59042 2.48909
C 5.02662 -0.48488 1.58956
O 5.76327 0.48258 2.30020
C 5.78150 1.77037 1.74380
H 1.82976 -0.17927 7.76592
H 1.26607 -1.86699 7.75799
H 0.25570 -0.63514 6.97023
H 2.39127 0.76749 5.65799
H 1.31061 0.12925 4.58350
H 4.30423 -0.62495 4.92881
H 3.67197 0.63681 3.91263
H 2.61046 -1.06929 2.48077
H 4.36923 -2.52718 1.95346
H 5.33896 -1.76239 3.22833
H 4.15270 -0.06684 1.06849
H 5.65369 -0.85821 0.76081
H 6.35184 1.76629 0.81284
H 6.30294 2.41319 2.46423
H 4.79021 2.23705 1.77235
C 5.35139 -5.47397 0.72606
O 4.00005 -5.22359 1.03136
C 3.29955 -4.74435 -0.11515
C 1.85709 -4.40202 0.20950
N 0.98066 -5.52205 0.50737
C -0.37649 -5.03407 0.71028
C -0.63936 -4.42654 2.08953
O -0.68115 -5.41843 3.09228
C -1.92538 -5.61806 3.69925
H 5.91082 -5.44293 1.65768
H 5.74963 -4.70663 0.05019
H 5.50783 -6.41798 0.19217
H 3.28851 -5.56193 -0.85587
H 3.86032 -3.92472 -0.57213
H 1.50178 -4.01833 -0.76109
H 1.85944 -3.59824 0.93967
H 1.02081 -6.24461 -0.19471
H -1.13011 -5.79618 0.49714
H -0.62209 -4.22889 -0.00381
H -1.61574 -3.93646 2.00305
H 0.11007 -3.67624 2.34845
H -2.13622 -4.83854 4.43879
H -1.94268 -6.58835 4.20218
H -2.71153 -5.71760 2.93844
C -3.84512 -2.65320 0.44464
O -4.02721 -1.94542 1.64652
C -3.31662 -0.73566 1.85999
C -2.31905 -0.88981 2.97833
N -2.95633 -0.90566 4.28760
C -1.98745 -0.94720 5.35783
C -2.26908 -1.85895 6.53557
O -3.62988 -1.78801 6.91092
C -3.95989 -0.83529 7.91778
H -2.80307 -2.99074 0.43485
H -4.00684 -2.00970 -0.42431
H -4.47710 -3.52695 0.29743
H -3.98941 0.12395 1.91073
H -2.76153 -0.52403 0.93314
H -1.68117 0.00138 2.93981
H -1.64651 -1.72876 2.77415
H -3.61324 -1.67775 4.33514
H -2.02839 0.03681 5.86112
H -0.95144 -1.05505 5.01896
H -1.67596 -1.49836 7.38459
H -1.97734 -2.89891 6.36570
H -3.15588 -0.86384 8.65793
H -4.93579 -1.09158 8.31461
H -3.98406 0.14735 7.43843
C -0.41610 3.30397 -2.43903
O -1.47275 2.70955 -3.20791
C -2.12675 1.69150 -2.45799
C -3.07290 0.98749 -3.43968
N -3.98661 0.18140 -2.67057
C -4.23078 -1.16421 -3.13011
C -2.94577 -2.01093 -3.11546
O -3.28954 -3.30855 -2.66202
C -2.38964 -4.31365 -3.03911
H -0.00524 4.12749 -3.02248
H 0.35107 2.54783 -2.26676
H -0.89410 3.72185 -1.54962
H -2.71429 2.14091 -1.64683
H -1.40903 1.01160 -1.99235
H -2.48398 0.34918 -4.10024
H -3.47313 1.71638 -4.15504
H -4.68205 0.62583 -2.10491
H -4.50440 -1.25067 -4.19611
H -5.05209 -1.55701 -2.53546
H -2.24380 -1.59484 -2.37884
H -2.42574 -1.94799 -4.07539
H -1.34388 -3.98292 -2.91519
H -2.50968 -4.60817 -4.08453
H -2.36774 -5.13216 -2.31657
C 1.10468 0.29016 -4.88544
O 0.97730 0.59976 -6.26692
C 1.78217 1.67947 -6.66634
C 1.51124 2.03955 -8.11424
N 1.65963 0.93890 -9.03532
C 1.14899 1.18485 -10.35762
C 0.90641 -0.11909 -11.06708
O -0.18265 -0.79852 -10.52701
C -0.26675 -2.16562 -10.94674
H 1.28633 1.20417 -4.31422
H 1.98785 -0.33893 -4.72801
H 0.22317 -0.26586 -4.58523
H 2.85895 1.52506 -6.52911
H 1.52519 2.52532 -6.01693
H 2.14032 2.89781 -8.38128
H 0.51203 2.49446 -8.23383
H 1.14587 0.12704 -8.70008
H 1.83837 1.86656 -10.87905
H 0.22422 1.80078 -10.36914
H 1.86150 -0.65672 -10.95890
H 0.86017 0.06942 -12.14969
H -0.43361 -2.18945 -12.02258
H -1.08771 -2.56203 -10.35969
H 0.66469 -2.66585 -10.67812
C 1.21891 10.72780 2.49755
O 0.01531 10.00089 2.74714
C 0.15126 8.68106 2.21817
C -1.00549 7.83250 2.70977
N -0.69429 6.41684 2.78513
C -1.81061 5.58149 3.21452
C -1.31604 4.12903 3.14169
O -0.89835 3.84679 1.83790
C -1.48811 2.67468 1.29791
H 0.97504 11.78022 2.59889
H 1.56488 10.48334 1.48856
H 2.02941 10.40441 3.15793
H 1.09700 8.32239 2.64553
H 0.28340 8.59097 1.13469
H -1.89417 7.95324 2.07125
H -1.33498 8.15757 3.69786
H -0.22835 5.94270 2.02622
H -2.65956 5.70426 2.52547
H -2.14803 5.82041 4.22475
H -2.00756 3.40717 3.58722
H -0.47691 4.10480 3.85197
H -1.36040 1.84065 1.99300
H -1.14277 2.44563 0.29912
H -2.58364 2.77329 1.26950
```

=====

Model ii:
The following is a quantum chemistry calculation of a cluster of 7 separate species, C36H90ClN6O16 in total, from the OMol25 dataset.

Its gap between HOMO and LUMO is 7.462 eV. Its charge is -1. As for the multiplicity: 1.

XYZ file:
```
149
C36H90ClN6O16 wB97M-V/def2-TZVPD
Cl 2.15613 2.30732 -1.15019
O 1.70706 3.31946 -0.17239
O 3.16768 1.43034 -0.62407
O 1.02526 1.51298 -1.52230
O 2.77748 3.07585 -2.20882
C -3.19651 -2.63504 -7.09790
O -4.13966 -3.70752 -7.03518
C -4.61622 -3.77745 -5.74681
C -5.36575 -5.01827 -5.68803
N -6.55737 -5.16523 -6.52764
C -7.74779 -4.69516 -5.90729
C -9.00139 -4.74468 -6.81273
O -8.72179 -4.20546 -8.09735
C -9.89181 -3.64550 -8.63682
H -2.80209 -2.46168 -8.09914
H -2.27431 -2.74924 -6.52817
H -3.59529 -1.63694 -6.91670
H -5.19108 -2.87868 -5.52356
H -3.78219 -3.82389 -5.04658
H -5.68126 -5.05201 -4.64524
H -4.67185 -5.79792 -6.00231
H -6.69063 -6.13725 -6.76745
H -7.56000 -3.63464 -5.73956
H -7.91680 -5.10875 -4.91308
H -9.87890 -4.27720 -6.36604
H -9.19368 -5.79251 -7.04336
H -10.26503 -2.75031 -8.13936
H -10.75881 -4.30395 -8.69038
H -9.68507 -3.25198 -9.63207
C -7.83049 -2.32201 1.76338
O -6.74276 -1.47509 1.58059
C -5.64771 -2.09615 0.85879
C -4.52483 -2.33244 1.82757
N -3.34681 -2.96710 1.24024
C -2.40615 -3.62102 2.24831
C -1.31688 -4.47808 1.76496
O -1.59407 -5.69375 1.01079
C -2.83654 -6.41264 1.28573
H -7.99416 -2.84760 0.82260
H -8.72185 -1.73653 1.98876
H -7.70381 -3.11270 2.50288
H -5.28575 -1.27207 0.24400
H -5.83585 -2.98077 0.25039
H -4.91763 -2.91436 2.66135
H -4.17753 -1.41048 2.29390
H -2.83626 -2.41210 0.56837
H -2.82838 -4.13505 3.11178
H -2.14996 -2.66339 2.70154
H -0.61041 -4.70852 2.56239
H -0.56856 -3.86738 1.25981
H -3.69302 -5.74140 1.34900
H -2.63416 -6.96437 2.20373
H -3.00651 -6.97835 0.36967
C 14.01984 -3.20119 11.27760
O 12.78786 -3.36471 10.72750
C 12.21925 -4.61080 10.96130
C 11.14251 -4.69671 9.84286
N 9.81946 -4.02905 10.07591
C 8.97516 -4.00191 8.85127
C 9.42943 -3.06821 7.66361
O 9.48124 -1.62240 8.03436
C 8.44770 -0.85355 7.37399
H 14.67128 -3.98280 10.88670
H 14.04513 -3.17464 12.36699
H 14.42259 -2.21447 11.04898
H 11.86199 -4.89753 11.95036
H 13.09433 -5.25384 10.86718
H 11.03014 -5.77995 9.79720
H 11.47556 -4.41760 8.84322
H 10.07030 -3.08995 10.35022
H 8.00305 -3.60069 9.13785
H 9.01765 -4.97247 8.35701
H 8.77502 -3.17175 6.79809
H 10.41393 -3.34367 7.28549
H 8.64044 -0.76232 6.30505
H 8.39705 0.14325 7.81210
H 7.44827 -1.21185 7.62069
C -0.88900 7.19656 8.69144
O -1.88208 6.16130 8.46658
C -2.13247 5.66129 7.19085
C -2.55054 6.62423 5.99367
N -3.68792 7.38562 6.59709
C -4.13025 8.72680 6.13585
C -4.93444 9.35681 7.24840
O -4.68701 10.75062 7.25906
C -5.25389 11.40315 8.37967
H -0.01138 7.14804 8.04682
H -0.49430 7.15030 9.70641
H -1.19132 8.23249 8.84494
H -2.84291 4.85077 7.35348
H -1.19874 5.20522 6.86183
H -2.97383 5.99447 5.21116
H -1.70517 7.22572 5.65955
H -3.37725 7.41900 7.55755
H -4.64441 8.58942 5.18460
H -3.24616 9.31249 5.88396
H -4.61619 9.00482 8.22969
H -6.01843 9.25064 7.20574
H -4.74705 11.16425 9.31463
H -6.33290 11.54326 8.44443
H -4.84671 12.41348 8.34036
C 7.75194 -8.91864 -4.35842
O 7.17244 -7.60676 -4.26590
C 5.79865 -7.39087 -4.72470
C 5.28863 -5.86536 -4.83349
N 6.49118 -5.14145 -5.45213
C 6.37901 -3.68679 -5.65164
C 5.81331 -3.48007 -7.01116
O 5.25457 -2.19809 -7.24142
C 6.33034 -1.26788 -7.16873
H 8.08833 -9.23251 -3.37027
H 8.70661 -8.85816 -4.88095
H 7.13543 -9.62860 -4.90973
H 5.15760 -7.88841 -3.99696
H 5.51253 -7.88957 -5.65074
H 5.10944 -5.33938 -3.89576
H 4.36657 -5.65355 -5.37482
H 7.26189 -5.52650 -4.92503
H 7.42234 -3.37244 -5.67909
H 5.87885 -3.08880 -4.88983
H 4.93776 -4.12000 -7.12081
H 6.60589 -3.82881 -7.67320
H 5.70841 -0.45032 -7.53328
H 7.14789 -1.49446 -7.85311
H 6.88164 -0.97512 -6.27516
C -6.16623 7.17140 -2.95386
O -5.29451 7.00579 -3.98483
C -4.01482 6.37579 -3.68353
C -2.90930 6.77802 -4.77203
N -3.22407 6.04527 -5.99520
C -2.30170 6.20667 -7.08270
C -2.10435 7.61454 -7.72874
O -3.34027 8.22736 -8.14723
C -3.22064 9.60412 -8.55909
H -5.82880 8.06893 -2.43549
H -5.93768 6.35293 -2.27125
H -7.22472 7.19559 -3.21292
H -4.08529 5.30195 -3.51032
H -3.40803 6.69748 -2.83712
H -1.90752 6.60618 -4.37835
H -2.89911 7.84825 -4.97837
H -3.39442 5.06916 -5.79954
H -2.37465 5.38457 -7.79469
H -1.31106 6.01842 -6.66882
H -1.43106 7.39560 -8.55749
H -1.54245 8.21069 -7.00973
H -3.08758 10.38027 -7.80545
H -4.26242 9.60758 -8.87967
H -2.66364 9.89271 -9.45049
```

=====

Short version: model ii is the least stable of them.

=====

Model i:
The following is a quantum chemistry calculation of a cluster of 2 separate species, CH4IOPS in total, from the OMol25 dataset.

Its gap between HOMO and LUMO (spin up / spin down) is 7.081 / 7.167 eV. As for the multiplicity: 1.

XYZ file:
```
9
CH4IOPS wB97M-V/def2-TZVPD
C -1.25988 -0.51594 -0.07785
O 1.43710 1.81556 -0.89597
P 0.31300 -1.40064 0.07826
S 2.12988 0.35694 -1.30997
I 0.63365 -1.01530 2.44925
H -1.81292 -0.74620 -1.04311
H -1.42415 0.51810 0.22841
H -1.93830 -1.18773 0.66594
H 1.92161 2.17520 -0.09495
```

=====

Model ii:
The following is a quantum chemistry calculation of an isolated molecule of CH4IOPS, from the OMol25 dataset.

The SMILES is C[P@](O)(=S)I. Its gap between HOMO and LUMO is 9.184 eV. As for the multiplicity: 1.

XYZ file:
```
9
CH4IOPS wB97M-V/def2-TZVPD
C 0.83461 0.70929 -0.70612
P -0.40631 -0.52805 0.10337
O -0.18009 -0.32657 1.66147
S -0.49498 -2.35308 -0.40273
I -2.53649 0.61750 -0.09655
H 0.46654 0.76236 -1.66854
H 0.72171 1.74314 -0.37863
H 1.97160 0.41457 -0.76886
H -0.37658 -1.03916 2.25658
```

=====

Short version: model i is the least stable of them.

=====

Model i:
The following is a quantum chemistry calculation of a structure of composition C26H26ClCrN4O7S, from the OMol25 dataset.

Its gap between HOMO and LUMO (spin up / spin down) is 5.981 / 6.271 eV. Its charge is -1. As for the multiplicity: 5. As for the expectation value of S²: 6.02.

XYZ file:
```
66
C26H26ClCrN4O7S wB97M-V/def2-TZVPD
Cr -0.71850 -0.27845 -0.15465
O -2.32254 3.15123 1.54129
C -1.53259 2.42606 0.74712
O -1.95660 1.49481 0.09662
C -0.11955 2.96649 0.66338
O 0.84107 1.97542 0.46915
C 1.40036 1.48591 1.69109
C 0.44047 0.63642 2.54962
O 0.68416 0.59386 3.75225
O -0.50374 0.05765 1.92720
H -3.20314 2.74607 1.54042
H -0.11586 3.61240 -0.22164
H 0.08066 3.58358 1.54488
H 2.23785 0.85726 1.39440
H 1.77664 2.32196 2.28795
O -0.95434 -3.12675 1.20862
C 0.13173 -2.92167 0.67964
O 0.49830 -1.91828 -0.01537
H 0.94863 -3.66876 0.82415
Cl -2.91753 0.35410 -4.03552
C -1.97585 -1.12126 -3.89201
C -2.44685 -2.22905 -4.57821
C -1.75488 -3.42468 -4.51599
C -0.58184 -3.47706 -3.76470
C -0.13173 -2.36460 -3.08723
C -0.82136 -1.13237 -3.09907
C -0.36522 -0.01704 -2.28124
H -3.36168 -2.14338 -5.14982
H -2.12865 -4.29918 -5.03245
H -0.02029 -4.40225 -3.70099
H 0.76468 -2.41971 -2.48236
H -0.79198 0.93196 -2.61048
H 0.72682 0.04120 -2.26019
N 4.61793 -0.55588 0.28961
C 3.38189 -0.95824 -0.15247
N 2.78197 -0.06800 -0.87468
C 3.65385 1.00303 -0.93488
C 3.50554 2.23753 -1.56219
C 4.54097 3.14400 -1.45276
C 5.70441 2.84221 -0.72780
C 5.86542 1.62650 -0.08961
C 4.81980 0.71685 -0.20685
H 5.23640 -1.08283 0.87779
H 2.95155 -1.91289 0.10899
H 2.59665 2.45934 -2.10446
H 4.45879 4.11094 -1.93214
H 6.49176 3.58239 -0.66207
H 6.75899 1.40409 0.47968
N -4.23215 -0.31309 1.16476
C -4.19201 -1.48720 0.43345
S -3.23029 -1.64684 -0.88410
N -5.04913 -2.43031 0.93719
C -5.17224 -3.76632 0.50343
C -6.44557 -4.30692 0.36180
C -6.60176 -5.63269 -0.01352
C -5.48693 -6.41857 -0.25731
C -4.21828 -5.87262 -0.10464
C -4.04629 -4.55475 0.28329
H -3.49346 0.31032 0.86756
H -4.25558 -0.45709 2.16521
H -5.85326 -2.05432 1.41550
H -7.31530 -3.68269 0.53393
H -7.59724 -6.04331 -0.12724
H -5.60388 -7.45123 -0.56055
H -3.34125 -6.48222 -0.28033
H -3.05674 -4.14177 0.42844
```

=====

Model ii:
The following is a quantum chemistry calculation of a structure of composition C26H26ClCrN4O7S, from the OMol25 dataset.

Its gap between HOMO and LUMO (spin up / spin down) is 6.875 / 7.026 eV. Its charge is -1. As for the multiplicity: 5. As for the expectation value of S²: 6.02.

XYZ file:
```
66
C26H26ClCrN4O7S wB97M-V/def2-TZVPD
Cr 0.22303 -0.32269 0.41986
O 1.10277 1.92721 2.88151
C 0.79859 0.67250 3.14205
O 1.25497 -0.27314 2.52417
C -0.20133 0.48405 4.26810
O -1.23906 -0.36843 3.85808
C -2.35853 0.32265 3.31845
C -2.13733 1.15913 2.04083
O -2.87065 2.13095 1.89769
O -1.25146 0.75601 1.21920
H 1.48156 1.94761 1.95867
H 0.31889 0.00024 5.09851
H -0.57660 1.45762 4.59672
H -3.08969 -0.45110 3.07474
H -2.79200 0.98650 4.07251
O 0.59554 1.71459 -1.73175
C 1.23198 2.14137 -0.75597
O 1.41871 1.51450 0.32598
H 1.68361 3.14908 -0.81732
Cl -0.38986 -3.44520 2.20671
C -0.07384 -3.96942 0.57152
C 0.63508 -5.14255 0.38203
C 0.95909 -5.56001 -0.89990
C 0.54295 -4.78533 -1.97720
C -0.17606 -3.62158 -1.76940
C -0.50493 -3.14933 -0.48397
C -1.15686 -1.85905 -0.27723
H 0.94621 -5.71406 1.24712
H 1.52372 -6.47075 -1.05178
H 0.77477 -5.09789 -2.98965
H -0.50602 -3.03534 -2.62104
H -1.89252 -1.87398 0.52747
H -1.63254 -1.52485 -1.20401
N 2.90202 -1.97224 -2.38718
C 1.96529 -1.12400 -1.89453
N 1.83131 -1.22707 -0.60223
C 2.73649 -2.20215 -0.19932
C 3.02273 -2.69244 1.07222
C 3.97657 -3.68502 1.16493
C 4.63911 -4.18003 0.03005
C 4.37169 -3.69199 -1.23363
C 3.40807 -2.69334 -1.32145
H 3.14296 -2.07286 -3.35578
H 1.40145 -0.43518 -2.50619
H 2.49467 -2.31167 1.93598
H 4.21675 -4.09967 2.13550
H 5.37697 -4.96331 0.14878
H 4.88070 -4.07521 -2.10858
N -2.60812 0.89056 -1.98714
C -3.02464 2.17921 -1.92629
S -4.64806 2.58641 -1.98859
N -2.01164 3.06949 -1.87068
C -2.15294 4.42189 -1.46309
C -1.70945 5.43488 -2.29890
C -1.78325 6.75851 -1.88229
C -2.31049 7.06221 -0.63689
C -2.74988 6.03935 0.19713
C -2.66687 4.71649 -0.20460
H -3.33323 0.20729 -1.86114
H -1.69931 0.67017 -1.60323
H -1.06731 2.69231 -1.90928
H -1.31847 5.17779 -3.27548
H -1.43670 7.54968 -2.53590
H -2.37414 8.09370 -0.31197
H -3.14807 6.27110 1.17706
H -2.96635 3.90582 0.45004
```

=====

Short version: model i is the least stable of them.